DFT (the ωB97M-V functional and the def2-TZVPD basis) results for a structure of composition C26H33Br2Ca2Cl4F19KMgN3O15S4 at a distorted geometry.

## Properties
Total energy: -406420.5990 eV
Orbital gap: 0.0541 Ha
LUMO: -0.33275 Eh

The geometry in ORCA input format:
```
! wB97M-V def2-TZVPD RIJCOSX def2/J DEFGRID3
* xyz 2 1
C -7.63204 1.53697 0.70399
C -6.41268 2.05006 -0.30610
O -6.32280 1.04499 -1.37668
C -5.53744 1.56493 -2.53437
C -4.23108 0.57935 -2.68077
O -2.92858 1.27107 -2.64247
C -2.73364 1.90885 -1.29505
C -1.20910 2.29356 -0.91044
O -1.14854 3.65334 -1.41919
C -1.22585 3.93990 -2.79338
C 0.13723 4.77386 -3.29513
C -0.25713 1.33779 -1.78430
O 0.02802 1.01351 -3.02494
N 0.64921 0.67210 -0.78380
C 0.96292 1.65184 0.32096
C 1.93025 2.78906 -0.35523
C 3.30596 2.28647 -1.06495
O 4.55644 2.35504 -0.52833
N 3.30917 1.75368 -2.51502
C 3.99042 0.39666 -2.55116
C 4.11438 2.72360 -3.39294
C 1.83706 0.82399 1.40807
Cl 3.14703 1.82894 2.33673
C 2.75481 -0.44335 0.81723
C 3.25897 -1.24829 2.19675
C -0.63766 2.06927 0.67465
C -0.92225 3.47996 1.45721
F -0.05337 4.64087 1.02701
F -2.32386 4.01735 1.24632
C -0.73162 3.54841 3.07978
F 0.44085 2.83097 3.62720
F -1.97140 3.15967 3.85706
C -0.48862 5.10981 3.65462
F -0.81019 4.98966 5.12946
F -1.46223 6.08809 3.13202
F 0.92961 5.53002 3.61809
S -1.65162 0.74105 1.60968
O -3.11725 1.25764 1.91868
O -1.14866 0.43215 3.05973
C -1.65164 -0.95464 0.83389
F -1.91205 -1.03296 -0.61247
F -0.25816 -1.50889 1.03533
C -2.61599 -2.07342 1.53716
F -3.14655 -2.95306 0.42546
F -3.80954 -1.57857 2.24060
C -1.86060 -3.11990 2.56042
F -2.98237 -3.87956 3.23426
F -1.10659 -2.48568 3.66333
F -1.08394 -4.19859 1.84119
H -8.70098 1.89247 0.35310
H -7.65763 0.36093 0.80236
H -7.43444 1.98061 1.76867
H -6.72909 3.11813 -0.67141
H -5.44321 2.14096 0.34821
H -5.28967 2.70513 -2.44438
H -6.27100 1.45963 -3.46998
H -4.28907 -0.33514 -1.92096
H -4.30933 0.08579 -3.76482
H -3.33054 1.19319 -0.60896
H -3.37453 2.91485 -1.35686
H -2.10833 4.72650 -2.97589
H -1.38275 3.11158 -3.58974
H 0.63768 5.17568 -2.31281
H 0.78600 4.00514 -3.89655
H -0.20576 5.65785 -3.98083
H 1.39295 0.33312 -1.41761
H 2.24753 3.64118 0.42332
H 1.40024 3.44370 -1.20457
H 3.38990 -0.39636 -1.92325
H 5.09451 0.39175 -2.16148
H 4.03366 -0.02287 -3.66381
H 5.28238 2.58388 -3.24354
H 3.89325 2.38154 -4.50815
H 3.77311 3.84017 -3.28828
H 1.25048 0.31236 2.28073
H 2.13977 -1.23260 0.22022
H 3.74349 -0.09370 0.29971
H 4.23545 -0.79377 2.65398
H 2.38774 -1.41529 2.96637
H 3.55687 -2.33879 1.81293
Ca -0.26357 -4.96478 3.90379
Br -3.90037 4.95405 0.97789
C 2.28618 -7.49311 6.98680
Cl 2.10373 -6.20093 8.18527
Cl 2.34114 -9.07570 7.78188
Cl 0.96730 -7.43616 5.80491
H 3.22999 -7.34085 6.45720
N -1.11236 -1.51851 -7.02230
S -2.27311 -2.46760 -6.55453
O -3.49654 -1.84268 -6.06400
O -1.90434 -3.73094 -5.92665
F -2.77487 -2.99563 -7.98243
S -0.45025 -0.77493 -5.80556
O 0.39956 0.35020 -6.19413
O 0.08686 -1.57879 -4.71441
F -1.66705 -0.01385 -5.10942
Mg 4.63909 -10.38366 7.17630
Br 3.80566 4.32738 2.83494
C 5.59022 -5.81686 -0.50490
F 4.47746 -6.22534 -1.19536
F 6.08764 -6.94356 0.09940
F 6.51266 -5.46799 -1.45849
S 5.23242 -4.43745 0.70407
O 4.23772 -4.98179 1.63859
O 4.71417 -3.32767 -0.10779
O 6.51892 -4.13166 1.34459
O 5.52264 -7.77672 9.17848
H 6.22480 -7.20418 9.42826
K 5.07038 -1.90019 -2.55641
Ca -4.89204 -1.09532 0.78811
*
```


DFT (the ωB97M-V functional and the def2-TZVPD basis) results for a structure of composition C5H16O2SSi2 at a distorted geometry.

## Properties
Total energy: -36129.4308 eV
Orbital gap: 0.3659 Ha
LUMO: 0.02058 Eh

The geometry in ORCA input format:
```
! wB97M-V def2-TZVPD RIJCOSX def2/J DEFGRID3
* xyz 0 1
C -0.93844 -2.66332 -2.79714
O -1.07571 -1.27414 -3.26211
C -0.28939 -0.33697 -2.44373
C -1.31861 0.34934 -1.36720
C -0.55029 1.37608 -0.34594
C -0.65653 0.81263 1.22180
Si 0.57665 1.78686 2.28978
S -0.34719 2.13168 4.22982
O 2.16571 1.16374 2.53065
Si 2.48802 -0.40643 1.87466
H -0.43507 -2.77559 -1.74358
H -2.02495 -3.14703 -2.70080
H -0.31379 -3.28620 -3.58219
H 0.60953 -0.85051 -1.87164
H 0.18343 0.46619 -3.18733
H -1.78549 -0.51741 -0.71713
H -2.21952 0.93470 -1.88457
H -1.09730 2.42618 -0.41046
H 0.60558 1.51583 -0.57209
H -1.75361 1.14205 1.56603
H -0.64715 -0.35097 1.30502
H 0.71763 3.13774 1.68469
H 0.13858 1.03974 5.01580
H 1.36723 -1.15483 1.34580
H 3.52144 -0.30031 0.85140
H 3.07922 -1.21905 2.97046
*
```


DFT (the ωB97M-V functional and the def2-TZVPD basis) results for the ion C7H13FN3O with charge +1 at a distorted geometry.

## Properties
Relative energy (zero: lowest compared OMol25 entry of this formula, charge and spin): 6.0 kcal/mol
Total energy: -16697.3552 eV
Orbital gap: 0.2525 Ha
Structure (SMILES): Cc1[nH]c(=O)[nH]c1[C@](C)(F)C[NH3+]
LUMO: -0.14335 Eh

The geometry in ORCA input format:
```
! wB97M-V def2-TZVPD RIJCOSX def2/J DEFGRID3
* xyz 1 1
C 1.90775 1.52318 -1.77078
C 0.90668 1.97470 -0.82132
N 0.55569 3.25175 -0.64108
C -0.14069 3.44152 0.53436
O -0.50769 4.40655 1.09460
N -0.40048 2.11108 0.92130
C 0.41308 1.27500 0.25202
C 0.04736 -0.34299 0.36943
C 0.53565 -0.83776 1.74539
F 0.78250 -1.07186 -0.57073
C -1.40770 -0.61518 -0.07865
N -1.53486 -2.11963 -0.08276
H 1.51049 0.73542 -2.60465
H 2.58036 0.97169 -1.19544
H 2.40445 2.22224 -2.29198
H 0.91148 4.06138 -1.22548
H -0.78321 1.93085 1.86664
H 1.61373 -0.77280 1.87451
H 0.04927 -0.21684 2.47322
H 0.25272 -1.95829 1.74152
H -1.48504 -0.22971 -1.07827
H -2.18591 -0.08523 0.55634
H -0.82149 -2.39448 -0.79517
H -2.54895 -2.40368 -0.39850
H -1.21860 -2.62752 0.87000
*
```


DFT (the ωB97M-V functional and the def2-TZVPD basis) results for an isolated molecule of C16H11NO2 at a distorted geometry.

## Properties
Relative energy (zero: lowest compared OMol25 entry of this formula, charge and spin): 27.7 kcal/mol
Total energy: -22352.3830 eV
Orbital gap: 0.2996 Ha
Structure (SMILES): O=C1CCOc2nc(C#Cc3ccccc3)ccc21
LUMO: -0.01295 Eh

The geometry in ORCA input format:
```
! wB97M-V def2-TZVPD RIJCOSX def2/J DEFGRID3
* xyz 0 1
O -3.19364 -3.10660 1.54500
C -2.15952 -3.14528 0.89899
C -1.63443 -4.42870 0.32237
C -0.11157 -4.55772 0.59112
O 0.58723 -3.30964 0.32494
C 0.07719 -2.07073 0.75393
N 0.95998 -1.09951 0.92140
C 0.50499 0.08728 1.17725
C 1.36233 1.24096 1.06959
C 1.89349 2.31419 0.96760
C 2.23464 3.64851 0.56302
C 1.28944 4.64077 0.42607
C 1.62358 5.89394 -0.11990
C 2.94696 6.01126 -0.63276
C 3.89442 5.04636 -0.38380
C 3.53144 3.88867 0.30355
C -0.87197 0.32356 1.32485
C -1.80362 -0.71020 1.26629
C -1.32474 -1.91650 1.00340
H -2.12821 -5.33427 0.72144
H -1.62093 -4.51932 -0.81999
H 0.16407 -5.41050 -0.06623
H 0.12483 -4.77778 1.66633
H 0.22292 4.49238 0.59739
H 0.93671 6.68121 -0.29888
H 3.29423 6.91815 -1.24724
H 4.96150 5.25159 -0.67996
H 4.28670 3.13726 0.48496
H -1.24772 1.32561 1.71100
H -2.92498 -0.63965 1.48359
*
```


DFT (the ωB97M-V functional and the def2-TZVPD basis) results for a structure of composition C4H8O4P at a distorted geometry.

## Properties
Relative energy (zero: lowest compared OMol25 entry of this formula, charge and spin): 23.1 kcal/mol
Total energy: -21758.0464 eV
Orbital gap: 0.2856 Ha
LUMO: 0.14479 Eh

The geometry in ORCA input format:
```
! wB97M-V def2-TZVPD RIJCOSX def2/J DEFGRID3
* xyz -1 1
C -2.81745 0.58571 0.16168
C -2.18645 -0.61387 -0.56726
C -0.74280 -0.64462 -0.14028
C 1.98453 0.49948 0.23538
O -4.01250 0.65103 0.37735
O -1.94919 1.46676 0.51862
O -0.16605 1.87095 -1.31387
O 2.59187 1.73098 0.58142
P -0.20382 1.15038 -0.03179
H -2.25598 -0.39602 -1.63699
H -2.74946 -1.52317 -0.35055
H -0.07445 -1.12275 -0.85916
H -0.61256 -1.11747 0.83412
H 2.14472 -0.20682 1.05173
H 2.40060 0.10344 -0.69832
H 2.05043 2.41526 0.16108
H 0.01656 1.95340 1.09853
*
```


DFT (the ωB97M-V functional and the def2-TZVPD basis) results for an isolated molecule of C18H32N2O6.

## Properties
Relative energy (zero: lowest compared OMol25 entry of this formula, charge and spin): 6.4 kcal/mol
Total energy: -34451.4406 eV
Orbital gap: 0.3497 Ha
Structure (SMILES): CCOC(=O)CNC(=O)[C@@H]1CCCN(C(=O)[C@@H](O)[C@@H](OC)C(C)C)CC1
LUMO: 0.01673 Eh

The geometry in ORCA input format:
```
! wB97M-V def2-TZVPD RIJCOSX def2/J DEFGRID3
* xyz 0 1
C -5.41287 7.25726 4.49529
C -4.80442 8.13911 3.43428
O -3.67343 7.43065 2.87932
C -3.01232 8.07178 1.90392
O -3.30368 9.16521 1.50320
C -1.82843 7.28963 1.38388
N -1.75815 5.93810 1.88413
C -1.15422 4.95509 1.16927
O -0.61324 5.18690 0.09771
C -1.21562 3.56855 1.78327
C 0.17813 3.05020 2.19151
C 1.33630 3.18930 1.19985
C 1.06734 2.63496 -0.20979
N -0.01432 1.65999 -0.27488
C 0.08335 0.36308 0.13343
O -0.89596 -0.34337 0.29024
C 1.49460 -0.19475 0.32185
O 1.42639 -1.27573 1.22851
C 2.10325 -0.58413 -1.03597
O 3.46546 -0.94960 -0.85156
C 4.34891 0.14696 -0.85295
C 1.38124 -1.70209 -1.79584
C 1.61066 -3.09637 -1.21378
C 1.81635 -1.66587 -3.26064
C -1.35810 2.20939 -0.43630
C -2.00195 2.59100 0.89229
H -6.27381 7.75819 4.93778
H -5.74854 6.31182 4.06984
H -4.69449 7.04864 5.28785
H -5.50232 8.35642 2.62628
H -4.45144 9.08857 3.83605
H -1.88138 7.26988 0.29594
H -0.93494 7.86822 1.63759
H -2.23381 5.72052 2.74195
H -1.78809 3.64396 2.71312
H 0.47740 3.56021 3.11106
H 0.05452 1.99607 2.45757
H 1.61986 4.23789 1.09866
H 2.19371 2.67913 1.64965
H 0.77012 3.45862 -0.85407
H 1.97952 2.21478 -0.63363
H 2.12413 0.59167 0.74830
H 2.26198 -1.31708 1.70102
H 2.06413 0.31484 -1.66930
H 5.35524 -0.24535 -0.72049
H 4.29947 0.69341 -1.80195
H 4.14291 0.85204 -0.03737
H 0.31238 -1.47699 -1.74021
H 2.67620 -3.32941 -1.19233
H 1.21389 -3.18187 -0.20637
H 1.11653 -3.83639 -1.84620
H 2.89186 -1.83917 -3.34062
H 1.30926 -2.44393 -3.83276
H 1.58843 -0.70382 -3.72519
H -1.28138 3.07640 -1.09019
H -1.97677 1.45379 -0.91777
H -2.15270 1.67442 1.46661
H -2.99297 3.00806 0.68919
*
```


DFT (the ωB97M-V functional and the def2-TZVPD basis) results for a cluster of 15 separate species, H29O15 in total at a distorted geometry.

## Properties
Relative energy (zero: lowest compared OMol25 entry of this formula, charge and spin): 145.6 kcal/mol
Total energy: -31179.9081 eV
Orbital gap: 0.3026 Ha
LUMO: 0.08480 Eh

The geometry in ORCA input format:
```
! wB97M-V def2-TZVPD RIJCOSX def2/J DEFGRID3
* xyz -1 1
O 1.89500 -1.13032 -0.24760
H 1.57228 -1.57973 0.61480
H -1.82902 0.70119 -2.37811
O -1.87644 -1.91301 2.87615
H -2.03041 -1.54511 1.87802
H -1.32010 -1.20331 3.17712
O -2.28721 0.28846 -1.68975
H 3.36187 1.05362 2.64773
H -0.43353 -0.38092 0.66540
O -2.60278 0.66991 1.32012
H -2.75916 3.06867 1.69586
H -1.96939 0.13273 0.95805
O 4.77040 -1.21272 1.31205
H 5.39991 -1.29660 0.60569
H 3.85479 2.01188 0.25755
O 0.87701 1.10519 -5.20231
H -2.92577 2.10418 -1.45814
H 0.89430 2.10079 -5.20662
O 3.00476 0.69517 3.47076
H 4.01264 -1.39321 0.82629
H 3.80310 0.30005 3.85569
O 0.64660 -1.68192 4.75015
H 0.08261 -2.34394 4.80315
H 1.46830 -0.22382 -0.54488
O -3.37037 3.85551 1.90394
H -2.69872 4.53295 2.14279
H -1.67711 0.15737 -0.80204
O -2.48259 3.04688 -1.11764
H -2.77735 1.43106 0.98230
O -3.95977 -1.68841 -1.40216
H -4.60956 -1.28280 -1.86022
H -1.63350 3.03371 -0.66667
O -0.49618 -0.82697 -4.09996
H -0.41797 -1.66300 -3.77110
H -1.29530 -0.71963 -3.78148
O 3.22360 2.61563 0.16595
H 2.44477 2.11627 0.41997
H 1.40782 -1.80689 4.28628
O -0.21891 0.21229 0.04614
H 1.24962 0.86519 -4.48207
H -3.22084 -1.11152 -1.57587
O 1.83356 -3.80691 -2.18827
H 2.19126 -3.23567 -1.51702
H 0.89779 -4.05231 -1.67000
*
```


DFT (the ωB97M-V functional and the def2-TZVPD basis) results for a cluster of 2 separate species, C5H8IN in total at a distorted geometry.

## Properties
Relative energy (zero: lowest compared OMol25 entry of this formula, charge and spin): 46.7 kcal/mol
Total energy: -14902.2760 eV
Orbital gap: 0.3401 Ha
LUMO: 0.01631 Eh

The geometry in ORCA input format:
```
! wB97M-V def2-TZVPD RIJCOSX def2/J DEFGRID3
* xyz 0 1
C 1.46430 0.31744 -0.43742
C -0.40261 -1.60103 -2.42704
C 0.38712 -0.40782 -0.60092
C -0.70149 0.85350 1.84938
C -1.15794 -0.05811 0.76746
N 0.01174 -1.50957 -1.23891
I -2.69317 0.74521 -0.47887
H 2.33512 0.15731 -1.05650
H 1.54410 1.08098 0.31356
H -0.70293 -2.57752 -2.77928
H -0.46252 -0.76942 -3.12732
H -0.27932 1.77360 1.44418
H 0.04511 0.35708 2.46580
H -1.54808 1.13461 2.48478
H -1.42011 -1.06500 1.05465
*
```